Entry 1:
Density functional theory data (wB97M-V/def2-TZVPD) for C2F3NO4S2V as an isolated structure in a non-equilibrium geometry.

Geometry (Å):
V 1.11 1.03 0.13
N 2.08 -0.87 0.30
S 3.32 -0.28 -0.78
O 2.81 1.25 -0.73
S -1.34 0.81 1.00
O -0.59 1.99 0.35
O -0.39 -0.41 0.85
C -2.50 0.38 -0.42
F -3.68 0.93 -0.17
F -2.04 0.83 -1.57
F -2.64 -0.93 -0.50
O 1.41 -3.15 0.45
C 1.61 -2.00 0.54

<S²>: 3.76
Total charge: 0
Energy, eV: -67262.7994
Orbital gap (alpha / beta), eV: 7.534 / 7.898
Spin multiplicity: 4

The net atomic charges from Mulliken, expressed in e, are: number 1, V, carries 1.0295; number 2, N, carries -0.4641; number 3, S, carries 0.2037; number 4, O, carries -0.6454; number 5, S, carries 0.4892; number 6, O, carries -0.5989; number 7, O, carries -0.5865; number 8, C, carries 0.7723; number 9, F, carries -0.2282; number 10, F, carries -0.2229; number 11, F, carries -0.2158; number 12, O, carries -0.3698; number 13, C, carries 0.8367

---

Entry 2:
Density functional theory data (wB97M-V/def2-TZVPD) for a 2-piece molecular cluster, C5H13N2S overall in a non-equilibrium geometry.

Geometry (Å):
C -1.25 -1.49 1.27
C -0.04 -0.26 -1.44
C 1.05 0.06 0.91
C -0.84 0.96 -1.61
C 0.38 1.44 1.02
N 2.42 0.03 0.76
N -0.80 -1.32 -1.15
S 0.36 -1.48 1.52
H -1.77 -0.69 1.75
H -1.73 -2.39 1.38
H 0.99 -0.47 -1.75
H -1.28 0.91 -2.66
H -0.39 1.96 -1.67
H -1.59 1.08 -0.82
H -0.68 1.39 0.86
H 0.81 2.14 0.22
H 0.64 1.82 2.02
H 3.19 0.72 0.98
H 2.83 -0.93 0.64
H -0.56 -2.30 -1.26
H -1.76 -1.19 -0.97

Relative energy (zero: lowest compared OMol25 entry of this formula, charge and spin), kJ/mol: 341.5
Total charge: +1
Energy, eV: -19201.3303
Orbital gap (alpha / beta), eV: 6.964 / 7.006

The net atomic charges from Mulliken, expressed in e, are: number 1, C, carries -0.8687; number 2, C, carries 0.1611; number 3, C, carries 0.5386; number 4, C, carries -1.3355; number 5, C, carries -1.0946; number 6, N, carries -0.4758; number 7, N, carries -0.2707; number 8, S, carries 0.0013; number 9, H, carries 0.3589; number 10, H, carries 0.4610; number 11, H, carries 0.4099; number 12, H, carries 0.3067; number 13, H, carries 0.3385; number 14, H, carries 0.4800; number 15, H, carries 0.2618; number 16, H, carries 0.3048; number 17, H, carries 0.3803; number 18, H, carries 0.2402; number 19, H, carries 0.2328; number 20, H, carries 0.2547; number 21, H, carries 0.3148

---

Entry 3:
Density functional theory data (wB97M-V/def2-TZVPD) for one molecule with the formula C20H30N2O4.

Geometry (Å):
C -5.40 -2.93 -0.81
C -3.92 -2.63 -0.94
C -3.21 -2.70 0.42
C -1.70 -2.47 0.33
C -1.32 -1.01 0.00
C -1.45 -0.11 1.21
O -0.63 0.69 1.55
N 0.03 -0.91 -0.52
C 1.09 -1.16 0.29
O 1.05 -1.85 1.28
C 2.38 -0.46 -0.20
C 3.62 -1.07 0.44
C 4.93 -0.78 -0.30
C 6.06 -1.60 0.31
C 5.29 0.71 -0.26
N 2.24 0.95 0.15
C 1.44 1.78 -0.56
O 0.95 1.50 -1.64
O 1.30 2.96 0.06
C 0.32 3.84 -0.51
C -1.07 3.36 -0.15
C -1.83 2.65 -1.06
C -3.07 2.16 -0.70
C -3.56 2.37 0.58
C -2.80 3.09 1.50
C -1.56 3.57 1.13
H -5.89 -2.22 -0.14
H -5.55 -3.93 -0.40
H -5.89 -2.88 -1.78
H -3.80 -1.63 -1.37
H -3.46 -3.34 -1.62
H -3.38 -3.69 0.84
H -3.67 -1.98 1.10
H -1.22 -2.75 1.27
H -1.28 -3.10 -0.45
H -2.00 -0.63 -0.77
H -2.39 -0.25 1.78
H 0.18 -0.21 -1.24
H 2.43 -0.52 -1.29
H 3.46 -2.15 0.48
H 3.69 -0.72 1.48
H 4.81 -1.08 -1.34
H 6.20 -1.34 1.36
H 5.83 -2.67 0.26
H 6.99 -1.43 -0.22
H 6.24 0.88 -0.77
H 4.53 1.31 -0.75
H 5.39 1.05 0.77
H 2.43 1.21 1.10
H 0.53 4.81 -0.07
H 0.45 3.87 -1.60
H -1.45 2.47 -2.05
H -3.67 1.61 -1.41
H -4.53 1.99 0.86
H -3.18 3.25 2.49
H -0.96 4.11 1.85

Relative energy (zero: lowest compared OMol25 entry of this formula, charge and spin), kJ/mol: 52.5
Total charge: 0
Energy, eV: -32398.6834
Orbital gap, eV: 9.962
Structure (SMILES): CCCC[C@@H](C=O)NC(=O)[C@H](CC(C)C)NC(=O)OCc1ccccc1

The net atomic charges from Mulliken, expressed in e, are: number 1, C, carries -1.3938; number 2, C, carries -0.0612; number 3, C, carries -0.6697; number 4, C, carries -1.1744; number 5, C, carries 0.2681; number 6, C, carries -0.1206; number 7, O, carries -0.3401; number 8, N, carries -0.1063; number 9, C, carries 0.1377; number 10, O, carries -0.6695; number 11, C, carries 0.2331; number 12, C, carries -1.2707; number 13, C, carries 1.0009; number 14, C, carries -1.6573; number 15, C, carries -1.3246; number 16, N, carries 0.0605; number 17, C, carries 0.6522; number 18, O, carries -0.7480; number 19, O, carries -0.4701; number 20, C, carries -1.1683; number 21, C, carries 0.6980; number 22, C, carries -0.1697; number 23, C, carries -0.4745; number 24, C, carries -0.5920; number 25, C, carries -0.5198; number 26, C, carries -0.4986; number 27, H, carries 0.3291; number 28, H, carries 0.3428; number 29, H, carries 0.3844; number 30, H, carries 0.1611; number 31, H, carries 0.2697; number 32, H, carries 0.3974; number 33, H, carries 0.2148; number 34, H, carries 0.3712; number 35, H, carries 0.4019; number 36, H, carries 0.2202; number 37, H, carries 0.3014; number 38, H, carries 0.4618; number 39, H, carries 0.2823; number 40, H, carries 0.3052; number 41, H, carries 0.3270; number 42, H, carries 0.2484; number 43, H, carries 0.3456; number 44, H, carries 0.4027; number 45, H, carries 0.4359; number 46, H, carries 0.4381; number 47, H, carries 0.2381; number 48, H, carries 0.2877; number 49, H, carries 0.2831; number 50, H, carries 0.4873; number 51, H, carries 0.3895; number 52, H, carries 0.3742; number 53, H, carries 0.4718; number 54, H, carries 0.4264; number 55, H, carries 0.3877; number 56, H, carries 0.3921